Molecular formula: C22H39N3O7S3Zr
Method: DFT, ωB97M-V/def2-TZVPD

The energy above the lowest of the compared OMol25 structures with the same formula, charge and spin comes out at 17.87 kcal per mole. Its HOMO energy is -13.535 eV. Its orbital gap is 7.03 eV.

Structure (ORCA input):
```
! RIJCOSX wB97M-V def2-TZVPD def2/J DEFGRID3
* xyz 2 1
Zr 0.648 0.167 0.085
C -1.179 2.416 1.994
O 0.055 1.715 1.846
C 0.830 1.831 3.038
C 2.241 1.319 2.725
O 2.199 0.186 1.849
C 2.301 -1.077 2.515
C 1.005 -1.448 3.243
O -0.104 -1.257 2.360
C -0.852 -2.467 2.201
H -1.001 3.478 2.196
H -1.718 2.314 1.054
H -1.768 1.978 2.806
H 0.888 2.885 3.345
H 0.342 1.259 3.839
H 2.796 2.102 2.194
H 2.777 1.079 3.650
H 2.483 -1.801 1.713
H 3.147 -1.071 3.213
H 1.075 -2.493 3.561
H 0.851 -0.831 4.137
H -0.222 -3.280 1.827
H -1.296 -2.764 3.157
H -1.640 -2.272 1.477
C -1.413 4.971 -2.303
S -0.546 4.914 -0.707
C 0.198 3.338 -0.768
S -0.451 2.046 -1.681
N 1.329 3.204 -0.122
N 1.898 1.989 -0.231
C 3.186 1.943 -0.360
C 3.788 0.687 -0.719
C 5.166 0.582 -0.936
C 5.666 -0.573 -1.510
C 4.776 -1.591 -1.822
C 3.434 -1.433 -1.499
N 2.921 -0.325 -0.966
H -2.226 5.680 -2.203
H -0.713 5.314 -3.060
H -1.786 3.983 -2.551
H 3.778 2.855 -0.350
H 5.812 1.410 -0.685
H 6.719 -0.673 -1.717
H 5.115 -2.491 -2.307
H 2.754 -2.252 -1.681
C 0.573 -2.676 -3.348
C -0.099 -2.247 -2.047
C -1.483 -2.897 -1.960
O -0.151 -0.801 -1.938
C 0.690 -2.704 -0.788
O 1.004 -3.858 -0.635
O 0.928 -1.750 0.052
H -0.135 -2.622 -4.173
H 0.900 -3.710 -3.256
H 1.433 -2.049 -3.579
H -2.138 -2.537 -2.752
H -1.951 -2.718 -0.994
H -1.356 -3.972 -2.073
H -0.465 -0.459 -2.792
C -3.513 0.653 -2.496
C -3.647 0.886 -1.001
S -2.813 -0.456 -0.046
O -1.429 0.103 0.307
C -3.767 -0.294 1.527
C -4.853 -1.355 1.550
H -4.115 1.387 -3.027
H -3.869 -0.338 -2.764
H -2.482 0.773 -2.824
H -4.695 0.875 -0.711
H -3.187 1.828 -0.703
H -4.185 0.706 1.600
H -3.047 -0.442 2.330
H -5.537 -1.240 0.714
H -5.441 -1.274 2.461
H -4.434 -2.357 1.516
*
```

---

Molecular formula: C22H39NO12
Method: DFT, ωB97M-V/def2-TZVPD

Its HOMO energy is -10.502 eV. Its orbital gap is 10.76 eV. The SMILES is CCOC(C)=O.CCOC(C)=O.CCOC(C)=O.O=C1OCCO1.O=C1OCCO1.CCCC#N.

Structure (ORCA input):
```
! RIJCOSX wB97M-V def2-TZVPD def2/J DEFGRID3
* xyz 0 1
C 0.968 0.642 3.501
C -0.168 0.806 2.531
O 0.170 1.997 1.799
C 0.868 1.858 0.590
C 1.343 3.187 0.015
O 1.162 0.842 -0.049
H 1.913 0.750 2.968
H 1.089 -0.342 3.954
H 0.839 1.386 4.287
H -0.208 -0.013 1.813
H -1.140 0.997 2.987
H 0.388 3.699 -0.107
H 1.926 3.073 -0.898
H 1.805 3.774 0.809
C -3.491 -3.458 -3.537
C -4.836 -4.244 -3.607
O -4.658 -5.080 -4.740
C -5.723 -5.443 -5.523
C -5.231 -6.171 -6.739
O -6.921 -5.242 -5.286
H -2.834 -3.875 -2.773
H -3.590 -2.398 -3.303
H -2.931 -3.474 -4.472
H -5.203 -4.690 -2.683
H -5.527 -3.451 -3.892
H -4.763 -5.418 -7.373
H -5.988 -6.732 -7.288
H -4.439 -6.917 -6.673
C 1.564 12.434 -2.543
C 2.786 11.506 -2.337
O 3.320 11.580 -1.048
C 3.739 10.427 -0.463
C 4.592 10.762 0.804
O 3.492 9.255 -0.809
H 1.432 13.422 -2.102
H 0.642 11.867 -2.416
H 1.432 12.611 -3.611
H 2.587 10.501 -2.709
H 3.473 11.972 -3.044
H 5.641 10.799 0.508
H 4.360 9.928 1.466
H 4.241 11.679 1.278
O 6.000 -6.042 9.388
C 5.859 -5.121 8.627
O 6.024 -5.312 7.297
C 5.463 -4.213 6.641
C 5.508 -3.124 7.740
O 5.793 -3.861 8.940
H 6.105 -3.855 5.837
H 4.469 -4.290 6.201
H 4.513 -2.688 7.826
H 6.093 -2.241 7.481
O 1.691 1.438 -9.220
C 1.465 1.258 -8.017
O 2.325 0.976 -7.105
C 1.750 0.742 -5.903
C 0.360 1.389 -6.040
O 0.216 1.307 -7.406
H 1.780 -0.342 -5.795
H 2.276 1.294 -5.123
H 0.377 2.400 -5.632
H -0.304 0.779 -5.429
C -6.052 -7.805 4.667
C -4.667 -7.204 4.787
C -4.102 -6.759 3.461
C -2.764 -6.066 3.580
N -1.726 -5.591 3.692
H -5.963 -8.601 3.927
H -6.701 -7.020 4.280
H -6.572 -8.019 5.601
H -4.009 -8.008 5.116
H -4.550 -6.427 5.542
H -4.867 -6.187 2.937
H -3.911 -7.615 2.813
*
```

---

Which of these has the lowest HOMO energy? C22H39N3O7S3Zr

---

Which of these has the lowest orbital gap? C22H39N3O7S3Zr

---

What is the formula in the first record? C22H39N3O7S3Zr